# 1
Here is the molecule C19H21N7O from OMol25. Energies are from ωB97M-V with the def2-TZVPD basis set.

The molar mass is 363.43 g mol⁻¹. The energy above the lowest of the compared OMol25 structures with the same formula, charge and spin is 235.97 kJ/mol. The total energy comes out at -1195.09322 a.u. The HOMO energy comes out at -0.29102 hartree. The calculation puts the LUMO energy at 0.65 eV. The orbital gap is 8.567 eV. The SMILES is CC(=O)N1CC[C@H](c2ccc(Nc3nc(N)n(-c4ccccn4)n3)cc2)C1. The spin multiplicity is 1.

Last column: Löwdin charge in e.
Element x y z (Å)
1 C 0.319 -2.883 7.549  -0.0059
2 C 1.039 -2.155 6.458  -0.4584
3 O 2.293 -2.167 6.495  0.0155
4 N 0.277 -1.498 5.501  -0.0543
5 C -1.119 -1.293 5.295  -0.1641
6 C -1.415 -0.813 3.882  -0.1011
7 C -0.058 -0.282 3.481  -0.2998
8 C 0.200 -0.577 2.054  -0.1966
9 C 0.291 0.410 1.098  -0.0735
10 C 0.451 0.264 -0.211  -0.0309
11 C 0.448 -1.043 -0.728  -0.2765
12 N 0.521 -1.294 -2.097  0.0932
13 C 0.279 -0.366 -3.149  -0.3268
14 N 0.784 -0.887 -4.375  0.1360
15 C 0.706 0.111 -5.189  -0.3886
16 N 0.962 -0.251 -6.475  0.1492
17 N 0.119 1.197 -4.533  0.0030
18 C -0.277 2.299 -5.213  -0.2479
19 C -0.951 3.425 -4.566  -0.0045
20 C -1.479 4.477 -5.290  -0.0849
21 C -1.061 4.562 -6.620  -0.0718
22 C -0.259 3.517 -7.149  -0.1530
23 N 0.124 2.483 -6.474  0.0919
24 N -0.175 0.870 -3.168  0.1650
25 C 0.454 -2.104 0.149  -0.0163
26 C 0.317 -1.915 1.547  0.0092
27 C 0.934 -0.767 4.449  -0.1319
28 H 1.021 -3.648 7.971  0.1032
29 H -0.497 -3.396 7.244  0.0229
30 H 0.036 -2.191 8.394  0.1105
31 H -1.598 -2.306 5.405  0.1320
32 H -1.464 -0.651 6.125  0.1316
33 H -2.208 -0.045 3.802  0.1286
34 H -1.790 -1.650 3.231  0.1313
35 H 0.008 0.787 3.734  0.1524
36 H 0.109 1.439 1.495  0.1322
37 H 0.404 1.133 -0.917  0.1135
38 H 1.238 -2.038 -2.355  0.1711
39 H 0.939 -1.283 -6.503  0.1217
40 H 0.500 0.312 -7.145  0.0612
41 H -1.148 3.307 -3.451  0.1163
42 H -2.011 5.362 -4.897  0.1173
43 H -1.342 5.394 -7.186  0.0744
44 H -0.047 3.493 -8.236  0.1153
45 H 0.542 -2.975 -0.442  0.0966
46 H 0.413 -2.723 2.261  0.1122
47 H 1.461 -1.559 3.887  0.1283
48 H 1.709 -0.081 4.861  0.1511

Forces on the atoms, in the same order (eV/Å):
2.44 0.93 2.26
1.09 0.23 0.01
-2.39 0.64 -1.01
1.88 0.33 -0.09
-2.69 -2.42 2.44
-0.63 -0.36 0.25
-0.61 2.28 -0.20
0.76 -2.13 -1.80
-0.94 2.89 3.34
-0.56 -0.21 -3.70
0.28 1.88 0.52
0.56 0.03 -1.43
2.21 -2.25 -0.41
-0.45 0.45 3.41
-1.38 -1.28 0.89
0.31 0.43 0.24
0.81 -1.40 -0.97
-1.01 5.21 0.44
-0.64 -2.44 2.10
1.52 0.49 -0.66
0.66 -1.98 0.36
-1.73 2.35 -1.11
0.25 -2.87 0.94
0.72 -0.67 -1.21
-0.30 0.84 1.02
0.58 1.32 -0.42
3.56 -2.88 -0.03
-0.46 0.87 -0.35
-2.86 -1.36 -1.06
0.23 -0.56 -0.91
-0.07 1.01 0.31
-0.48 0.00 -0.58
0.47 -0.33 0.37
0.74 0.65 0.62
-0.76 0.22 -1.10
0.45 -0.69 -0.42
0.24 -0.92 0.90
-1.67 1.56 0.02
-0.05 1.16 -0.42
-0.14 0.31 -1.01
0.18 0.20 -1.64
0.21 -0.99 0.26
-0.34 0.95 -1.06
0.26 0.29 0.76
-0.01 -1.79 0.56
-0.26 -0.28 -0.23
0.79 0.42 0.35
-0.73 -0.14 -0.53

***

# 2
Here is C19H22BiN7O4S2 as an isolated structure from OMol25. Energies are from ωB97M-V with the def2-TZVPD basis set.

The molar mass is 685.54 g mol⁻¹. The charge is -1. The energy above the lowest of the compared OMol25 structures with the same formula, charge and spin is 67.30 kJ/mol. The total energy comes out at -2432.45451 a.u. The HOMO energy (spin up / spin down) comes out at -0.11498 / -0.17080 hartree. The calculation puts the LUMO energy (spin up / spin down) at 2.72 / 2.49 eV. The orbital gap (spin up / spin down) is 5.851 / 7.135 eV. The spin multiplicity is 2. As for the expectation value of S²: 0.7703.

Last column: Löwdin charge in e.
Element x y z (Å)
1 Bi 0.398 -0.997 -0.523  1.6354
2 C 3.283 -1.916 2.799  -0.0534
3 C 2.275 -1.188 1.986  -0.2726
4 N 2.143 -1.660 0.674  -0.2360
5 N 3.077 -2.528 0.175  -0.0343
6 C 3.316 -2.353 -1.098  -0.8683
7 N 4.171 -3.267 -1.723  0.0283
8 S 2.710 -1.056 -2.154  0.4102
9 C 1.472 -0.151 2.446  -0.2712
10 C 1.464 0.285 3.806  -0.0514
11 C 0.684 1.317 4.222  -0.1119
12 C -0.157 1.990 3.314  -0.1009
13 C -0.080 1.592 1.999  -0.1679
14 N 0.631 0.541 1.583  -0.0344
15 H 4.235 -1.596 2.498  0.0613
16 H 3.380 -2.959 2.532  0.0678
17 H 3.209 -1.800 3.885  0.0668
18 H 4.250 -4.202 -1.359  0.0752
19 H 4.274 -3.110 -2.716  0.0459
20 H 2.181 -0.183 4.508  0.0988
21 H 0.704 1.664 5.284  0.1092
22 H -0.715 2.857 3.576  0.0770
23 H -0.675 1.996 1.212  0.0941
24 O -0.944 -2.121 0.986  -0.3391
25 N -1.846 -1.427 1.712  -0.1935
26 C -1.825 -1.751 2.997  -0.0608
27 C -2.778 -1.278 3.829  -0.0862
28 C -3.724 -0.391 3.336  -0.1004
29 C -3.809 -0.142 1.996  -0.1086
30 C -2.841 -0.652 1.078  -0.7338
31 S -2.801 -0.339 -0.567  0.5523
32 H -1.053 -2.444 3.206  0.1322
33 H -2.802 -1.611 4.877  0.1076
34 H -4.464 0.118 3.953  0.1047
35 H -4.587 0.475 1.598  0.0879
36 N 1.916 4.277 -3.341  0.1340
37 C 1.064 3.564 -3.054  -0.3058
38 N 0.098 2.698 -2.675  -0.0648
39 C 0.001 1.433 -3.437  -0.1467
40 C -0.757 1.649 -4.722  -0.1927
41 O -2.052 2.126 -4.476  -0.1124
42 C -2.010 3.330 -3.772  -0.2196
43 C -1.297 3.189 -2.487  -0.1264
44 H -0.565 0.693 -2.851  0.0826
45 H 0.955 0.947 -3.548  0.0945
46 H -0.850 0.725 -5.317  0.1407
47 H -0.221 2.353 -5.351  0.1199
48 H -3.025 3.671 -3.704  0.1250
49 H -1.510 4.063 -4.418  0.1282
50 H -1.836 2.423 -1.908  0.1115
51 H -1.308 4.058 -1.896  0.1127
52 O -0.852 -2.284 -2.862  -0.0741
53 C -0.391 -3.233 -2.277  -0.5890
54 O 0.210 -3.187 -1.144  -0.2570
55 H -0.327 -4.210 -2.685  0.1092

Forces on the atoms, in the same order (eV/Å):
-0.43 -0.31 -0.35
-0.33 -0.18 0.74
-0.11 -2.10 -2.38
-0.52 1.66 2.12
0.22 0.02 -0.91
0.25 -0.44 -0.01
-0.28 0.95 0.12
0.17 -0.56 0.48
-1.02 1.17 0.44
1.20 -0.57 0.63
-0.30 0.58 1.06
0.65 -0.03 -0.45
0.06 -1.39 0.23
0.75 -0.84 -0.34
1.66 0.90 -0.23
-0.70 -0.42 0.03
-0.17 0.00 -0.30
-0.11 0.14 0.04
-0.11 -0.32 0.28
-0.69 0.32 -0.40
0.08 -0.47 -0.97
-0.43 0.40 0.28
-0.48 0.67 -0.33
-0.02 0.74 -0.19
-0.37 -0.04 -1.98
-0.63 0.18 -0.06
-0.12 -0.09 2.01
-0.97 0.35 -0.29
1.00 -0.24 -0.38
0.62 -0.25 1.30
0.04 0.04 -0.16
0.53 -0.42 0.50
0.17 0.35 -0.56
0.22 -0.42 0.21
-0.21 0.27 -0.21
0.62 0.61 -0.22
-1.32 -0.96 0.36
-0.51 -0.29 -0.14
-0.29 -0.69 0.41
0.41 -0.75 -0.69
-0.48 -0.62 -0.15
0.17 0.77 -1.51
0.35 -1.26 0.79
-0.10 0.45 0.16
0.65 0.22 -0.36
-0.01 0.18 0.48
0.26 0.45 -0.24
-0.58 0.10 0.54
0.25 0.29 0.05
0.39 0.00 0.00
0.15 1.33 0.58
-0.76 1.10 -0.92
1.29 0.42 1.21
0.34 0.40 0.53
-0.44 -1.41 -0.84